No. 1
Computed, not measured: a 7-piece molecular cluster, C32H45F3N2O8 overall at a distorted geometry, with ωB97M-V/def2-TZVPD.

```
90
Properties=species:S:1:pos:R:3:forces:R:3:lowdin_charge:R:1
C 11.738 21.531 17.626 -0.15 -3.30 0.78 -0.025
C 12.052 20.141 18.334 2.57 1.37 -1.60 -0.184
O 11.925 19.041 17.418 -0.59 -0.50 -0.19 0.010
C 10.837 18.245 17.518 1.36 0.43 0.82 -0.591
O 9.832 18.475 18.135 0.11 0.12 -0.37 0.133
O 11.144 17.083 16.914 -1.67 -0.14 0.11 -0.032
C 9.959 16.187 16.933 1.82 -0.01 2.30 0.011
H 11.686 22.261 18.397 0.38 0.99 0.25 0.063
H 10.749 21.365 17.256 -0.80 0.33 -0.46 0.061
H 12.407 21.662 16.784 0.23 0.44 0.23 0.076
H 11.543 19.938 19.218 -1.54 -0.08 1.28 0.092
H 13.132 20.098 18.644 -0.83 0.15 -0.49 0.132
H 9.098 16.729 16.656 -0.87 0.34 -0.51 0.081
H 9.835 15.752 17.968 0.06 0.72 -0.98 0.122
H 10.270 15.398 16.315 -0.05 -0.97 -1.16 0.064
C 16.729 13.226 13.523 -0.28 0.55 1.53 -0.034
C 16.934 11.823 13.940 1.40 -0.49 -1.07 -0.214
O 15.784 11.035 13.689 -1.74 -0.35 -0.55 0.074
C 15.922 9.756 13.919 0.42 -2.57 -0.12 -0.564
O 16.937 9.211 14.297 0.00 0.54 0.14 0.102
O 14.816 8.993 13.627 -0.15 4.07 -0.39 -0.008
C 14.914 7.654 13.892 -0.49 -1.22 1.41 -0.091
H 16.791 13.414 12.491 -0.47 -0.02 -1.49 0.072
H 17.571 13.765 13.938 0.04 0.18 0.09 0.048
H 15.831 13.628 14.016 0.30 0.03 -0.50 0.068
H 17.129 11.780 14.977 0.31 -0.10 1.30 0.108
H 17.805 11.373 13.416 -0.55 0.20 0.29 0.129
H 13.896 7.220 13.933 0.64 0.34 -0.06 0.113
H 15.458 7.521 14.815 -0.17 -0.33 0.59 0.086
H 15.516 7.183 13.177 0.67 -0.92 -1.37 0.079
F 21.561 10.913 12.356 0.12 0.04 -0.04 0.051
C 21.569 10.949 13.711 -2.45 -1.91 -1.35 -0.306
C 20.457 10.420 14.359 -0.08 0.80 -0.01 0.007
C 20.438 10.557 15.736 -0.60 0.26 -0.04 -0.086
C 21.481 11.137 16.430 0.83 0.71 -0.13 -0.091
C 22.587 11.606 15.712 -0.45 -0.87 0.60 -0.066
C 22.637 11.430 14.333 1.73 1.55 0.89 -0.042
H 19.572 10.112 13.801 0.38 -0.19 0.19 0.106
H 19.523 10.386 16.266 -0.39 -0.59 0.21 0.089
H 21.421 11.327 17.507 -0.03 -0.24 -0.45 0.104
H 23.390 12.036 16.277 0.44 0.28 -0.09 0.100
H 23.424 11.786 13.688 0.40 0.10 0.25 0.125
F 19.174 8.498 19.062 0.40 1.01 -0.15 0.041
C 18.375 9.540 18.685 -0.97 -0.80 0.81 -0.296
C 18.594 10.859 19.034 0.50 -0.77 0.06 -0.043
C 17.648 11.815 18.694 0.56 1.49 -0.33 -0.078
C 16.448 11.468 18.063 0.04 -0.63 -0.40 -0.084
C 16.222 10.119 17.782 1.43 -0.58 0.15 -0.068
C 17.198 9.151 18.101 -0.82 0.05 -0.98 -0.018
H 19.513 11.068 19.559 0.09 0.42 0.00 0.114
H 17.991 12.881 18.823 -0.92 -1.12 0.01 0.125
H 15.721 12.171 17.656 0.45 0.19 0.48 0.084
H 15.387 9.771 17.205 -0.52 0.16 0.00 0.097
H 17.102 8.097 17.805 -0.18 0.55 0.25 0.126
F 17.478 17.139 15.650 1.13 -0.77 -1.09 -0.015
C 18.561 16.373 15.144 -1.26 1.41 2.03 -0.215
C 19.623 17.067 14.578 0.93 -3.30 -0.42 0.004
C 20.755 16.252 14.226 -0.73 2.39 -0.78 -0.074
C 20.744 14.906 14.472 1.99 0.38 -0.39 -0.119
C 19.735 14.367 15.199 -1.39 -2.83 0.83 -0.096
C 18.566 15.042 15.547 1.18 0.41 -0.16 -0.028
H 19.586 18.076 14.308 -0.18 1.37 -0.04 0.090
H 21.611 16.740 13.696 -0.84 -0.52 0.57 0.117
H 21.629 14.327 14.171 -0.58 0.06 0.27 0.108
H 19.826 13.281 15.469 -0.18 1.08 -0.19 0.114
H 17.786 14.570 16.154 0.22 0.51 -0.45 0.097
C 13.512 14.634 15.136 0.53 0.02 0.45 -0.051
N 13.572 15.085 16.534 1.17 -1.81 -1.47 0.036
C 14.724 14.873 17.219 1.31 1.42 0.38 -0.524
C 14.708 15.460 18.588 -2.09 -0.02 0.41 0.006
O 15.805 14.398 16.834 -2.03 -0.41 -0.65 -0.003
H 12.491 14.583 14.785 -0.23 0.13 -0.03 0.074
H 13.953 13.633 15.062 -0.18 0.23 0.11 0.076
H 14.112 15.297 14.509 -0.17 -0.01 -0.15 0.089
H 12.949 15.796 16.836 -0.41 0.43 0.33 0.090
H 14.159 14.765 19.249 0.46 0.28 0.00 0.100
H 14.155 16.414 18.621 0.21 -0.27 -0.04 0.085
H 15.705 15.608 18.879 1.20 0.11 0.68 0.067
C 19.723 18.765 8.403 1.04 0.00 0.18 -0.082
N 19.614 17.399 8.835 0.85 0.43 -0.78 0.000
C 20.684 16.599 8.639 -0.10 -0.11 0.25 -0.607
C 20.631 15.242 9.202 -1.23 -0.43 1.10 -0.005
O 21.659 16.919 8.001 0.48 0.78 -0.65 0.058
H 20.562 19.281 8.963 -0.37 -0.54 -1.49 0.113
H 18.882 19.275 8.760 -1.58 0.73 0.24 0.054
H 19.693 18.739 7.297 0.71 0.71 0.66 0.103
H 19.005 17.203 9.573 -0.90 -0.51 1.06 0.108
H 19.800 15.063 9.930 0.88 0.20 -0.31 0.092
H 21.621 15.063 9.587 0.11 -0.51 0.32 0.086
H 20.424 14.612 8.365 0.11 -0.77 -0.55 0.080
```
Positions in Å, forces in eV/Å.

Properties
Charge: 0
Max |F|: 4.095 eV Å⁻¹
M: 642.712 g mol⁻¹
Multiplicity: 1
DFT total energy: -2257.34915 a.u.
HOMO energy: -0.3397 Eh
SMILES: CCOC(=O)OC.CCOC(=O)OC.Fc1ccccc1.Fc1ccccc1.Fc1ccccc1.CNC(C)=O.CNC(C)=O

---

No. 2
Computed, not measured: C32H45N2S5SiY as an isolated structure, with ωB97M-V/def2-TZVPD.

```
86
Properties=species:S:1:pos:R:3:forces:R:3:lowdin_charge:R:1
Y -0.093 0.164 0.334 -0.16 -0.32 0.47 1.075
C 2.587 -2.652 -0.442 -0.02 0.05 0.06 -0.463
C 1.555 -3.224 -1.391 0.11 -0.03 -0.10 -0.494
S -0.126 -2.985 -0.768 -0.03 0.01 -0.46 0.886
C -1.151 -3.727 -2.077 -0.14 -0.08 -0.05 -0.486
C -1.763 -2.710 -3.034 0.13 0.07 0.23 -0.508
S -0.423 -1.817 -3.854 -0.12 -0.14 -0.30 0.901
C -1.105 -0.167 -4.101 0.02 0.10 0.28 -0.507
C 0.013 0.856 -3.982 -0.05 0.20 -0.02 -0.461
S 0.852 0.915 -2.363 0.02 0.07 0.02 0.827
C 2.396 0.036 -2.705 -0.10 -0.17 -0.11 -0.484
C 3.244 -0.047 -1.458 0.06 0.11 0.18 -0.456
S 2.476 -0.882 -0.031 0.63 -0.15 -0.26 0.824
H 3.583 -2.809 -0.859 0.01 0.05 0.05 0.103
H 2.568 -3.161 0.523 -0.05 -0.04 -0.01 0.080
H 1.747 -4.295 -1.476 -0.11 0.00 -0.02 0.105
H 1.628 -2.776 -2.380 -0.05 -0.04 0.04 0.034
H -1.932 -4.285 -1.562 -0.01 -0.01 -0.02 0.087
H -0.536 -4.455 -2.608 0.05 0.01 0.04 0.093
H -2.378 -2.006 -2.468 0.02 0.04 -0.08 0.075
H -2.405 -3.216 -3.756 0.04 -0.03 0.02 0.093
H -1.855 0.032 -3.329 0.03 -0.05 -0.07 0.064
H -1.592 -0.072 -5.073 0.07 -0.02 0.00 0.097
H -0.390 1.857 -4.134 0.02 0.02 0.00 0.070
H 0.801 0.702 -4.720 -0.01 -0.06 0.00 0.095
H 2.944 0.605 -3.460 -0.03 -0.01 0.02 0.107
H 2.171 -0.952 -3.104 0.04 0.07 -0.05 0.046
H 3.495 0.943 -1.066 -0.02 0.03 -0.08 0.075
H 4.179 -0.566 -1.677 -0.01 -0.01 0.12 0.104
C -2.173 -1.563 2.110 -0.10 -0.01 -0.04 -0.191
C -2.423 -0.279 2.873 -0.12 -0.03 0.07 -0.172
N -1.649 0.819 2.259 -0.07 0.21 -0.24 -0.147
C -1.009 1.694 3.268 -0.09 0.07 0.09 -0.260
C 0.159 1.036 3.974 0.03 0.08 0.03 -0.380
S 1.358 0.367 2.786 0.23 0.04 0.06 0.870
C 1.370 -1.391 3.213 0.05 -0.11 -0.09 -0.422
C 0.015 -2.072 3.164 -0.14 -0.05 0.11 -0.224
N -0.725 -1.770 1.919 0.05 -0.12 -0.04 -0.195
H -2.627 -1.480 1.111 0.00 -0.05 0.00 0.121
H -2.658 -2.416 2.595 0.02 0.04 0.04 0.140
H -2.120 -0.387 3.914 0.00 -0.01 -0.03 0.115
H -3.491 -0.054 2.898 0.02 0.00 -0.05 0.141
H -2.286 1.427 1.741 0.02 0.07 0.17 0.082
H -1.740 2.025 4.016 0.01 -0.03 -0.05 0.146
H -0.663 2.587 2.754 -0.03 0.02 0.00 0.069
H -0.131 0.236 4.651 -0.03 -0.04 -0.01 0.082
H 0.673 1.784 4.577 0.00 -0.01 -0.01 0.099
H 1.852 -1.533 4.180 -0.06 0.08 0.05 0.104
H 2.040 -1.834 2.477 0.08 -0.02 -0.02 0.039
H -0.597 -1.792 4.021 0.08 0.05 0.01 0.110
H 0.175 -3.150 3.256 -0.05 0.02 0.00 0.140
H -0.628 -2.580 1.311 0.00 0.08 0.26 -0.016
C -2.820 5.729 2.802 0.02 0.04 0.01 -0.069
C -1.453 5.945 2.719 -0.08 0.01 0.01 -0.063
C -0.671 5.160 1.881 0.07 -0.12 0.04 -0.093
C -1.234 4.136 1.119 0.03 0.04 0.02 -0.324
C -2.621 3.957 1.198 0.06 -0.11 -0.03 -0.138
C -3.408 4.738 2.028 -0.01 0.02 0.01 -0.074
Si -0.264 3.006 -0.051 -0.33 0.32 -0.14 0.625
C -0.978 3.544 -1.719 0.05 -0.03 -0.07 -0.337
C -0.613 4.749 -2.328 0.09 -0.05 0.00 -0.086
C -1.230 5.185 -3.489 -0.07 -0.04 -0.07 -0.057
C -2.254 4.437 -4.061 0.01 0.03 -0.02 -0.068
C -2.659 3.256 -3.460 0.03 0.03 0.01 -0.091
C -2.016 2.820 -2.308 -0.08 -0.11 0.18 -0.179
C 1.586 3.410 0.087 0.00 0.13 -0.10 -0.318
C 2.389 3.752 -1.011 -0.06 -0.14 0.01 -0.125
C 3.746 3.996 -0.868 0.05 -0.01 0.04 -0.075
C 4.345 3.908 0.382 0.03 0.02 -0.02 -0.069
C 3.574 3.588 1.490 0.01 0.01 -0.03 -0.070
C 2.217 3.350 1.336 -0.09 -0.12 0.01 -0.156
H -3.429 6.345 3.449 -0.01 0.01 0.02 0.111
H -0.995 6.733 3.301 0.02 0.04 0.02 0.111
H 0.393 5.353 1.827 0.05 0.01 -0.02 0.099
H -3.103 3.214 0.565 -0.02 0.00 -0.02 0.094
H -4.479 4.591 2.059 -0.05 -0.01 0.01 0.108
H 0.162 5.365 -1.887 0.00 0.02 0.03 0.108
H -0.928 6.117 -3.945 0.02 0.03 -0.01 0.113
H -2.744 4.786 -4.959 -0.01 0.01 -0.02 0.112
H -3.477 2.686 -3.881 -0.04 -0.03 -0.02 0.110
H -2.367 1.901 -1.831 0.05 0.05 -0.06 0.077
H 1.943 3.836 -1.993 -0.02 -0.02 -0.06 0.086
H 4.338 4.272 -1.731 0.01 0.02 -0.03 0.111
H 5.401 4.111 0.495 0.02 -0.01 0.00 0.112
H 4.027 3.541 2.471 0.02 0.00 0.05 0.111
H 1.628 3.132 2.223 -0.01 0.01 0.03 0.071
```
Positions in Å, forces in eV/Å.

Properties
Charge: +2
Max |F|: 0.698 eV Å⁻¹
M: 735.053 g mol⁻¹
Multiplicity: 1
Energy relative to the best compared isomer or geometry (same formula, charge and spin): 0.000 eV
DFT total energy: -3674.23091 a.u.
HOMO energy: -0.4525 Eh